(w)
Computed, not measured: 2 unconnected molecules or ions with the total composition C2H3Br2N, with ωB97M-V/def2-TZVPD.

Cartesian coordinates (Å):
C  -0.3358  -0.2419  0.3536
C  0.4393  0.4946  -0.6287
N  -0.0189  -0.3652  1.5557
Br  -2.0770  -0.9838  -0.2735
Br  -0.2989  0.9523  -2.2674
H  1.4911  -0.4789  -0.8770
H  1.1231  1.3423  -0.3079
H  -0.3228  -0.7193  2.4452

Values from the calculation:
Highest occupied orbital energy ... -9.63 eV
Spin multiplicity ... 1
Frontier orbital gap ... 9.8532 eV
LUMO energy ... 0.2 eV

Which charges does Löwdin predict for the atoms? In e, they are: number 1, C, carries -0.886; number 2, C, carries -0.763; number 3, N, carries 0.092; number 4, Br, carries 0.553; number 5, Br, carries 0.652; number 6, H, carries 0.205; number 7, H, carries 0.075; number 8, H, carries 0.074

=====

(x)
Computed, not measured: 2 unconnected molecules or ions with the total composition C2H3Br2N, with ωB97M-V/def2-TZVPD.

Cartesian coordinates (Å):
C  -2.0596  -1.8422  1.1981
C  -0.0777  -0.3332  0.0616
N  -0.0888  -1.1299  1.2228
Br  -2.3819  -3.1035  2.4554
Br  -3.2286  -0.4858  0.6658
H  -0.0464  -0.9476  -0.7790
H  0.7028  0.3241  0.3617
H  -0.9427  0.2988  -0.1486

Values from the calculation:
Highest occupied orbital energy (spin up / spin down) ... -9.84 / -8.24 eV
Spin multiplicity ... 1
Frontier orbital gap (spin up / spin down) ... 8.9814 / 7.9137 eV
LUMO energy (spin up / spin down) ... -0.9 / -0.3 eV

Which charges does Löwdin predict for the atoms? In e, they are: number 1, C, carries -1.206; number 2, C, carries -0.298; number 3, N, carries 0.060; number 4, Br, carries 0.656; number 5, Br, carries 0.647; number 6, H, carries 0.067; number 7, H, carries 0.071; number 8, H, carries 0.005

=====

Stability order, top to bottom: (w), (x)

=====

(w)
Computed, not measured: C9H16N2O in the gas phase, with ωB97M-V/def2-TZVPD.

Cartesian coordinates (Å):
C  -0.8871  0.4772  1.1252
C  0.4056  0.6448  1.1114
C  1.0568  -0.9233  -1.5362
C  1.1573  0.7600  2.4194
C  -2.6737  2.1364  0.9769
C  -3.2917  -0.3786  1.3085
C  2.8909  0.7134  -1.5649
C  1.1145  -2.9754  -2.5706
C  -2.1903  0.6746  1.0564
N  1.2849  0.8784  0.0001
N  1.6819  0.0688  -0.9313
O  1.7029  -1.6673  -2.5368
H  2.1339  0.9282  2.3013
H  0.7629  1.5826  3.0959
H  0.8288  -0.3023  2.8113
H  -3.3963  2.3613  0.0712
H  -1.7529  2.7931  0.7971
H  -3.0362  2.5289  1.9362
H  -4.1477  -0.1069  0.6343
H  -3.6987  -0.4373  2.3898
H  -2.8656  -1.3549  1.0662
H  3.2246  1.4478  -0.7279
H  3.8143  0.0280  -1.8218
H  2.6702  1.3097  -2.4896
H  1.8581  -3.5383  -3.2867
H  0.0888  -2.9118  -2.8936
H  1.2454  -3.5078  -1.6070
H  0.0184  -1.2293  -1.1349

Values from the calculation:
Highest occupied orbital energy (spin up / spin down) ... -6.93 / -6.93 eV
Spin multiplicity ... 1
Frontier orbital gap (spin up / spin down) ... 7.7386 / 7.7398 eV
LUMO energy (spin up / spin down) ... 0.8 / 0.8 eV

These are the Löwdin partial charges, in e, on atoms 1 to 8: number 1, C, carries 0.005; number 2, C, carries -0.351; number 3, C, carries -0.120; number 4, C, carries -0.039; number 5, C, carries -0.088; number 6, C, carries -0.082; number 7, C, carries -0.016; number 8, C, carries -0.103

=====

(x)
Computed, not measured: C9H16N2O in the gas phase, with ωB97M-V/def2-TZVPD.

Cartesian coordinates (Å):
C  0.4703  0.2542  -2.2970
C  -0.0878  -1.5247  -0.6754
C  -0.6302  1.7648  -0.8010
C  -0.4064  -0.8883  1.4798
C  1.8197  -2.0627  0.9114
C  -0.3536  -3.3468  0.9523
C  0.5446  2.6649  -2.6872
C  -1.8164  3.6726  0.2059
C  0.3195  -1.9302  0.6561
N  0.3829  -0.7792  -1.5278
N  0.0801  1.5282  -1.8615
O  -0.8524  3.1589  -0.7068
H  0.7227  0.1458  -3.3717
H  -1.3880  -0.6190  1.1790
H  -0.5818  -1.3375  2.4477
H  0.2119  -0.0395  1.3609
H  2.3898  -1.1766  0.8809
H  1.9031  -2.3577  2.0150
H  2.2880  -2.8346  0.3193
H  0.0553  -3.9777  0.2060
H  -0.0952  -3.6659  2.0182
H  -1.4321  -3.3709  0.8758
H  1.3138  2.3253  -3.3943
H  -0.4087  2.9681  -3.1764
H  0.8767  3.4342  -2.0498
H  -2.5304  2.7840  0.3878
H  -2.2141  4.5745  -0.3151
H  -1.3498  4.0479  1.1815

Values from the calculation:
Highest occupied orbital energy ... -6.96 eV
Spin multiplicity ... 1
Frontier orbital gap ... 7.8529 eV
LUMO energy ... 0.9 eV

These are the Löwdin partial charges, in e, on atoms 1 to 8: number 1, C, carries -0.160; number 2, C, carries 0.007; number 3, C, carries -0.043; number 4, C, carries -0.057; number 5, C, carries -0.041; number 6, C, carries -0.052; number 7, C, carries -0.020; number 8, C, carries -0.106

=====

Stability order, top to bottom: (x), (w)

=====

(w)
Computed, not measured: a molecular structure, C3H4O3, with ωB97M-V/def2-TZVPD.

Cartesian coordinates (Å):
O  2.6252  0.0382  -0.2269
C  1.4532  0.1099  -0.0822
O  0.7532  1.2550  0.1391
C  -0.5822  1.1828  -0.1430
C  -0.6801  -0.7935  0.2321
O  0.6470  -0.9865  -0.0770
H  -1.1793  0.5183  0.6064
H  -0.7528  1.0271  -1.2038
H  -0.9173  -1.1369  1.2583
H  -1.3670  -1.2143  -0.5028

Values from the calculation:
Highest occupied orbital energy ... -9.50 eV
Spin multiplicity ... 1
Frontier orbital gap ... 10.1303 eV
LUMO energy ... 0.6 eV

These are the Löwdin partial charges, in e, on atoms 1 to 8: number 1, O, carries 0.187; number 2, C, carries -0.548; number 3, O, carries 0.012; number 4, C, carries -0.022; number 5, C, carries -0.081; number 6, O, carries 0.031; number 7, H, carries 0.078; number 8, H, carries 0.094

=====

(x)
Computed, not measured: C3H4O3 in the gas phase, with ωB97M-V/def2-TZVPD.

Cartesian coordinates (Å):
C  0.8870  -0.7042  0.2089
C  -0.6260  -0.6301  -0.0197
C  -1.1494  0.7989  -0.3268
H  1.5644  1.3191  0.0763
H  0.6713  -0.7015  1.2120
H  1.3155  -1.6232  -0.3765
H  -2.0911  0.7859  -0.8646
O  1.6641  0.3188  -0.2446
O  -1.4217  -1.4801  0.0487
O  -0.8141  1.9163  0.2864

Values from the calculation:
Highest occupied orbital energy ... -9.66 eV
Spin multiplicity ... 1
Frontier orbital gap ... 8.8136 eV
LUMO energy ... -0.8 eV

These are the Löwdin partial charges, in e, on atoms 1 to 8: number 1, C, carries -0.221; number 2, C, carries -0.378; number 3, C, carries -0.039; number 4, H, carries 0.174; number 5, H, carries 0.104; number 6, H, carries 0.185; number 7, H, carries 0.115; number 8, O, carries -0.082

=====

(y)
Computed, not measured: a molecular structure, C3H4O3, with ωB97M-V/def2-TZVPD.

Cartesian coordinates (Å):
O  -1.2799  -1.3704  0.1219
C  -0.4709  -0.3878  -0.4011
C  0.0791  1.3889  0.1349
O  1.3338  0.8352  -0.0429
C  0.9697  -0.4773  -0.0592
O  1.6278  -1.3946  0.3458
H  -0.8373  -1.8416  0.8509
H  -0.7834  -0.1575  -1.4012
H  -0.5891  1.0016  0.8689
H  0.0115  2.3593  -0.3782

Values from the calculation:
Highest occupied orbital energy ... -8.98 eV
Spin multiplicity ... 1
Frontier orbital gap ... 9.5856 eV
LUMO energy ... 0.6 eV

These are the Löwdin partial charges, in e, on atoms 1 to 8: number 1, O, carries 0.038; number 2, C, carries -0.166; number 3, C, carries -0.012; number 4, O, carries 0.031; number 5, C, carries -0.486; number 6, O, carries 0.138; number 7, H, carries 0.120; number 8, H, carries 0.139

=====

Stability order, top to bottom: (x), (y), (w)

=====

(w)
Computed, not measured: 2 unconnected molecules or ions with the total composition C3H4O3, with ωB97M-V/def2-TZVPD.

Cartesian coordinates (Å):
O  1.9814  -1.3269  -0.3324
C  0.9547  -0.8363  0.0199
C  0.6925  0.1967  1.1504
O  -0.5822  0.3921  1.0845
C  -1.2440  -0.3572  0.0222
O  -0.2638  -1.1433  -0.5508
H  1.0254  1.7745  -0.9609
H  1.1069  1.8857  -0.2288
H  -1.6421  0.3677  -0.6900
H  -2.0288  -0.9530  0.4858

Values from the calculation:
Highest occupied orbital energy ... -9.80 eV
Spin multiplicity ... 1
Frontier orbital gap ... 9.1257 eV
LUMO energy ... -0.7 eV

These are the Löwdin partial charges, in e, on atoms 1 to 8: number 1, O, carries 0.146; number 2, C, carries -0.483; number 3, C, carries 0.048; number 4, O, carries -0.053; number 5, C, carries -0.151; number 6, O, carries 0.049; number 7, H, carries 0.090; number 8, H, carries 0.060

=====

(x)
Computed, not measured: C3H4O3 in the gas phase, with ωB97M-V/def2-TZVPD.

Cartesian coordinates (Å):
O  1.0119  1.3913  0.2187
C  1.3844  0.2456  -0.0925
C  0.5320  -0.8112  -0.4465
O  -0.7815  -0.3584  -0.8608
C  -1.4753  0.2614  -0.0093
O  -1.2106  0.3475  1.2434
H  2.4539  -0.0433  -0.0397
H  0.8203  -1.6606  -1.0490
H  -0.3159  -0.0514  1.3787
H  -2.4192  0.6792  -0.3429

Values from the calculation:
Highest occupied orbital energy ... -8.24 eV
Spin multiplicity ... 1
Frontier orbital gap ... 8.5631 eV
LUMO energy ... 0.3 eV

These are the Löwdin partial charges, in e, on atoms 1 to 8: number 1, O, carries -0.064; number 2, C, carries -0.369; number 3, C, carries -0.102; number 4, O, carries 0.053; number 5, C, carries -0.194; number 6, O, carries 0.165; number 7, H, carries 0.117; number 8, H, carries 0.091

=====

(y)
Computed, not measured: 2 unconnected molecules or ions with the total composition C3H4O3, with ωB97M-V/def2-TZVPD.

Cartesian coordinates (Å):
O  2.0179  1.2503  -0.0161
C  0.7025  -0.7657  0.3572
C  -0.2574  0.0927  -0.1710
O  -0.0535  1.2564  -0.5550
C  -1.7129  -0.3624  -0.1532
O  -2.0436  -1.4938  -0.3914
H  1.7721  2.0551  -0.4948
H  0.5688  -1.8432  0.3382
H  1.4050  -0.3052  1.0404
H  -2.4251  0.4581  0.0510

Values from the calculation:
Highest occupied orbital energy (spin up / spin down) ... -9.97 / -10.07 eV
Spin multiplicity ... 1
Frontier orbital gap (spin up / spin down) ... 8.9160 / 8.0839 eV
LUMO energy (spin up / spin down) ... -1.0 / -2.0 eV

These are the Löwdin partial charges, in e, on atoms 1 to 8: number 1, O, carries -0.065; number 2, C, carries 0.177; number 3, C, carries -0.414; number 4, O, carries 0.052; number 5, C, carries -0.169; number 6, O, carries 0.086; number 7, H, carries 0.024; number 8, H, carries 0.094

=====

Stability order, top to bottom: (x), (w), (y)